# 1
Molecular formula: C22H32Cl2ErN3O3
Method: DFT, ωB97M-V with the def2-TZVPD basis set

The geometry in XYZ format:
```
63
Properties=species:S:1:pos:R:3
O 0.1371 1.5820 -2.0807
C -0.4011 1.4122 -3.1639
C -0.0804 1.9891 -4.4979
C 1.0780 2.7595 -4.7686
H 1.8575 2.8364 -3.9934
C 1.1532 3.4199 -6.0022
H 2.0136 4.0621 -6.2041
C 0.1407 3.2879 -6.9657
H 0.1803 3.8589 -7.8891
C -0.9095 2.3823 -6.7570
H -1.6472 2.2051 -7.5425
C -1.0002 1.7268 -5.5324
H -1.7976 1.0050 -5.3429
H -1.2149 0.6759 -3.2405
C -2.7307 2.1980 0.1253
C -2.2993 1.0580 0.9601
H -3.7042 2.6182 0.4338
H -2.8320 1.8883 -0.9234
H -1.9752 3.0073 0.1733
C -2.7734 0.4994 2.0519
C -3.8891 0.9739 2.9976
H -2.3343 -0.4502 2.4137
H -4.4768 1.8040 2.5731
H -3.4776 1.3182 3.9648
H -4.5791 0.1421 3.2192
Er -0.1217 -0.0445 0.2681
Cl 0.8291 2.2499 0.6299
Cl -1.4536 -1.0996 -1.6502
H 3.8564 0.8408 -2.2513
H 5.5494 1.0652 -0.8558
C 3.0796 0.5062 -1.5701
C 4.9159 1.0274 0.0383
N 3.7100 0.2666 -0.2799
H 2.6145 -0.4120 -1.9350
C 3.1159 -0.4920 0.6368
O 1.9377 -0.9563 0.4974
H 5.4553 0.5472 0.8655
H 3.7090 -0.6798 1.5406
H 2.3129 1.2798 -1.4922
H 4.6872 2.0675 0.3215
H -1.6218 -5.4009 2.6693
H -0.7453 -6.4191 0.4142
C -2.0076 -4.5682 2.0714
C -1.1822 -5.5261 -0.0402
N -1.1668 -4.4067 0.8930
H -2.0170 -3.6514 2.6543
C -0.6052 -3.2555 0.5368
O -0.7352 -2.1612 1.1414
H -0.6099 -5.2531 -0.9280
H -0.0128 -3.3224 -0.3926
H -3.0189 -4.8542 1.7590
H -2.2112 -5.7777 -0.3214
C 0.8772 0.0154 5.7972
C 0.5519 1.1953 5.1281
C 0.3039 1.1467 3.7505
N 0.3566 0.0147 3.0248
C 0.7148 -1.1118 3.6711
C 0.9478 -1.1624 5.0546
H 1.0676 0.0114 6.8721
H 0.4677 2.1412 5.6540
H 0.0600 2.0630 3.2084
H 0.7945 -2.0264 3.0799
H 1.1563 -2.1172 5.5302
```

Calculated values
- ⟨S²⟩: 3.75
- Spin multiplicity: 4
- Charge: 0
- LUMO (spin up / spin down): 0.12 / 0.12 eV
- HOMO energy (spin up / spin down): -0.205 / -0.204 Eh
- Orbital gap (spin up / spin down): 5.6812 / 5.6565 eV

Löwdin atomic charge list, values in e, 5 entries: atom 1 (O): -0.12, atom 2 (C): -0.24, atom 3 (C): -0.17, atom 4 (C): -0.01, atom 5 (H): 0.12

=====

# 2
Molecular formula: C2H4O2Si
Method: DFT, ωB97M-V with the def2-TZVPD basis set

The geometry in XYZ format:
```
9
Properties=species:S:1:pos:R:3
C 0.8216 0.0088 0.6585
C 1.7354 -0.1686 -0.4144
O -0.4505 0.1185 0.4479
O 2.9595 -0.0610 -0.1869
Si -1.8722 0.0431 -0.1261
H 1.1522 -0.1299 1.6850
H 1.1810 -0.2484 -1.3432
H -2.4456 0.5677 -1.3813
H -3.0813 -0.1302 0.6604
```

Calculated values
- Charge: 0
- LUMO (spin up / spin down): -0.63 / -1.03 eV
- HOMO energy (spin up / spin down): -0.317 / -0.268 Eh
- Orbital gap (spin up / spin down): 7.9936 / 6.2609 eV
- Energy relative to the best compared isomer or geometry (same formula, charge and spin): 440.0 kJ/mol

Löwdin atomic charge list, values in e, 5 entries: atom 1 (C): -0.15, atom 2 (C): -0.26, atom 3 (O): -0.30, atom 4 (O): 0.00, atom 5 (Si): 0.67

=====

Ordered max |F| results: 0.062; 0.090; unit hartree/bohr.